Molecular formula: C32H35Br2N4OPTa
Method: DFT, ωB97M-V with the def2-TZVPD basis set

```
76
Properties=species:S:1:pos:R:3:forces:R:3:mulliken_charge:R:1
Ta 0.3753 -0.9465 -0.5895 -0.4 -0.4 0.2 -0.0306
C 1.1976 -2.7335 -1.3699 0.3 -0.6 0.0 0.3275
C 0.1896 -2.5694 -2.4381 0.0 0.1 0.2 -0.6693
C -0.6074 -3.7027 -2.4099 0.0 0.0 0.0 -0.5729
C -0.1849 -4.5881 -1.3684 -0.2 0.0 0.0 -0.6298
C 0.8734 -4.0259 -0.7308 0.0 0.1 -0.1 -0.6159
H 2.2529 -2.5814 -1.6144 0.0 0.0 0.0 0.8665
H 0.2556 -1.8904 -3.2833 0.0 0.0 0.0 0.5272
H -1.4130 -3.9101 -3.1034 0.0 0.0 0.0 0.4826
H -0.6506 -5.5324 -1.1292 0.0 0.0 0.0 0.5620
H 1.4125 -4.4345 0.1118 0.0 0.0 0.0 0.5329
C -3.0311 -2.9732 -0.3330 0.1 0.0 -0.1 -1.0862
C -2.3224 -2.7226 0.9561 -0.2 -0.1 -0.1 0.7580
C -2.9292 -3.2408 2.1184 0.0 0.0 0.0 -1.2687
C -2.4879 -2.9020 3.3642 0.0 0.0 0.0 -1.0935
C -1.4125 -1.9962 3.4787 0.0 -0.1 0.0 0.8754
C -0.9176 -1.4520 4.7011 0.0 0.1 0.0 -0.0382
Br -1.6801 -1.9682 6.3249 0.0 0.0 0.0 -0.1157
C 0.0803 -0.5103 4.7099 0.0 0.0 0.0 -0.1892
C 0.6662 -0.0850 3.5037 0.0 -0.1 0.1 -0.2011
Br 1.9485 1.2726 3.4975 0.0 0.0 -0.1 -0.0569
C 0.2286 -0.6602 2.3495 0.1 -0.1 -0.4 0.3719
O 0.7046 -0.3713 1.0874 0.8 0.5 0.8 0.3347
C -0.8173 -1.5835 2.2790 0.1 0.0 0.1 -0.1044
N -1.2258 -1.9586 1.0092 0.2 0.1 0.0 0.2757
H -3.4276 -3.9862 -0.3727 0.0 0.0 0.0 0.5421
H -2.3972 -2.7981 -1.1932 0.0 0.0 0.0 -0.3685
H -3.8895 -2.2974 -0.3891 0.0 0.0 0.0 0.3391
H -3.7870 -3.8880 1.9986 0.0 0.0 0.0 0.5704
H -2.9753 -3.2823 4.2523 0.0 0.0 0.0 0.4713
H 0.4080 -0.0701 5.6409 0.0 0.0 0.0 0.5109
C 1.7419 2.8451 -2.3165 0.0 0.0 0.0 -1.3435
C 2.5720 1.9789 -1.3644 0.0 0.0 -0.1 -0.5687
P 2.4819 0.1875 -1.7074 0.1 0.1 0.1 0.2843
C 2.5913 -0.0502 -3.5085 0.0 0.0 0.0 -0.6249
C 3.9512 0.3820 -4.0723 0.0 0.0 0.0 -1.4179
C 3.9731 -0.5696 -0.9709 0.0 0.0 0.0 -0.9264
C 3.9993 -0.6628 0.5531 0.0 0.0 0.0 -1.0933
H 1.6595 3.8548 -1.9177 0.0 0.0 0.0 0.4123
H 0.7303 2.4651 -2.4770 0.0 0.0 0.0 0.3039
H 2.2193 2.9191 -3.2925 0.0 0.0 0.0 0.3877
H 2.3039 2.1271 -0.3147 0.0 0.0 0.0 0.4172
H 3.6285 2.2451 -1.4494 0.0 0.0 0.1 0.7083
H 1.7813 0.5294 -3.9583 0.0 0.0 0.0 0.4754
H 2.3949 -1.1015 -3.7318 0.0 0.0 0.0 0.4000
H 4.2205 1.3951 -3.7714 0.0 0.0 0.0 0.3948
H 3.9008 0.3685 -5.1597 0.0 0.0 0.0 0.4166
H 4.7475 -0.2956 -3.7702 0.0 0.0 0.0 0.3800
H 4.7956 0.0539 -1.3306 0.0 0.0 0.0 0.6417
H 4.1099 -1.5527 -1.4278 0.0 0.0 0.0 0.4872
H 3.8545 0.3064 1.0290 0.0 0.0 0.0 0.2814
H 4.9688 -1.0440 0.8702 0.0 0.0 0.0 0.4812
H 3.2447 -1.3499 0.9410 0.0 0.0 0.0 0.1822
C -3.1611 0.8551 -2.3100 0.0 0.0 0.0 -1.2906
C -2.2097 -0.0548 -1.9404 0.1 0.3 -0.1 -0.0935
N -1.1517 0.3117 -1.1535 -1.0 0.2 -0.8 0.5414
C -1.0643 1.5934 -0.7161 0.0 -0.1 0.1 -0.0543
C -1.9762 2.5684 -1.0741 0.1 0.1 0.0 0.2728
C -3.0307 2.1809 -1.8949 0.0 0.0 0.0 -0.2661
C -1.7843 3.9756 -0.6645 0.0 0.0 0.1 -1.4513
C -1.6060 4.4502 0.5690 0.0 0.0 0.0 -0.6642
C -1.6235 3.7259 1.8565 0.0 0.0 -0.2 1.1137
C -1.3792 4.4227 3.0281 0.0 0.0 0.0 -0.7027
C -1.4453 3.7127 4.2190 0.0 0.0 0.1 -0.3519
N -1.7538 2.4198 4.2503 0.0 0.0 -0.1 -0.4266
C -1.9903 1.8551 3.0719 0.0 -0.2 0.0 -0.6586
N -1.9196 2.4149 1.8719 0.0 0.1 0.1 -0.2343
H -3.9854 0.5459 -2.9374 0.0 0.0 0.0 0.4996
H -2.2295 -1.0791 -2.2784 0.0 0.0 0.0 0.6871
H -0.2325 1.8401 -0.0662 0.0 0.0 0.0 0.7555
H -3.7595 2.9179 -2.2113 0.0 0.0 0.0 0.6294
H -1.8248 4.6907 -1.4797 0.0 0.0 0.0 0.5557
H -1.4883 5.5237 0.6615 0.0 0.0 0.0 0.4033
H -1.1575 5.4810 3.0218 0.0 0.0 0.0 0.4522
H -1.2518 4.1949 5.1700 0.0 0.0 0.0 0.4473
H -2.2828 0.8097 3.0955 0.0 0.0 0.0 0.8494
```
Positions in Å, forces in eV/Å.

Molecular weight   863.39 g/mol
HOMO energy   -0.6018 Eh
Electronic energy   -7080.124782 hartree
Charge   +3